1.
A cluster of 2 separate species, CHBr2NO in total, computed with ωB97M-V with the def2-TZVPD basis set.

```
! wB97M-V def2-TZVPD RIJCOSX def2/J DEFGRID3
* xyz 0 1
C -0.043 0.734 -0.234
N -2.206 1.091 -1.006
O -1.992 1.470 -2.033
Br 0.998 1.088 -1.623
Br -1.467 0.037 -3.784
H 0.129 -0.289 0.104
*
```

Calculated values
lowest unoccupied orbital energy (alpha / beta)	-2.54 / -2.50	eV
Kohn-Sham gap (alpha / beta)	0.237 / 0.239	Ha
E_HOMO (alpha / beta)	-9.00 / -9.01	eV

***

2.
A structure of composition CHBr2NO, computed with ωB97M-V with the def2-TZVPD basis set.

```
! wB97M-V def2-TZVPD RIJCOSX def2/J DEFGRID3
* xyz 0 1
C 1.158 -0.076 0.341
N -0.151 1.369 -0.672
O -0.976 0.654 -1.002
Br 0.594 -1.699 -0.196
Br -2.755 -0.232 0.490
H 2.129 -0.016 1.038
*
```

Calculated values
lowest unoccupied orbital energy (alpha / beta)	-2.77 / -2.77	eV
Kohn-Sham gap (alpha / beta)	0.206 / 0.206	Ha
E_HOMO (alpha / beta)	-8.37 / -8.36	eV

***

Winner for stability: 1

***

1.
A cluster of 2 separate species, C10H15NO2 in total, computed with ωB97M-V with the def2-TZVPD basis set.

```
! wB97M-V def2-TZVPD RIJCOSX def2/J DEFGRID3
* xyz 0 1
C -0.482 -0.706 -2.340
C 0.709 -0.599 -1.548
C 1.001 0.611 -0.848
C 2.163 0.838 -0.218
C 3.163 -0.121 -0.293
O 4.319 0.223 0.347
C 2.903 -1.443 -0.791
C 1.676 -1.662 -1.410
H -0.284 -0.796 -3.445
H -1.402 0.002 -2.247
H -1.053 -1.718 -2.221
H 0.265 1.210 -0.869
H 2.329 1.715 0.474
H 4.385 1.190 0.597
H 3.605 -2.274 -0.711
H 1.374 -2.658 -1.773
C -1.379 1.946 1.397
C -1.322 0.515 1.765
C -2.847 0.017 1.874
N -3.122 -0.909 0.868
O -3.676 0.205 2.712
H -2.412 2.205 1.072
H -0.595 2.152 0.597
H -1.021 2.587 2.264
H -0.870 -0.209 0.968
H -0.954 0.219 2.752
H -3.919 -1.520 0.856
H -2.554 -1.021 0.169
*
```

Calculated values
lowest unoccupied orbital energy	0.66	eV
SMILES	Cc1ccc(O)cc1.CCC(N)=O
Kohn-Sham gap	0.330	Ha
E_HOMO	-8.32	eV

***

2.
A cluster of 2 separate species, C10H15NO2 in total, computed with ωB97M-V with the def2-TZVPD basis set.

```
! wB97M-V def2-TZVPD RIJCOSX def2/J DEFGRID3
* xyz 0 1
C 0.354 1.698 1.647
C 0.054 1.592 0.188
C 1.021 1.144 -0.705
C 0.783 1.033 -2.064
C -0.488 1.343 -2.548
O -0.791 1.222 -3.885
C -1.484 1.785 -1.697
C -1.172 1.940 -0.348
H 1.271 1.168 1.923
H -0.453 1.283 2.259
H 0.479 2.723 1.989
H 1.972 0.828 -0.310
H 1.547 0.712 -2.759
H -0.072 0.749 -4.344
H -2.447 2.063 -2.100
H -1.981 2.295 0.288
C -1.158 -2.075 2.114
C -0.423 -1.875 0.804
C 1.072 -1.904 0.993
N 1.756 -2.118 -0.177
O 1.615 -1.760 2.066
H -0.892 -1.332 2.868
H -1.012 -3.072 2.533
H -2.242 -2.015 1.966
H -0.662 -2.672 0.104
H -0.711 -0.930 0.347
H 2.763 -2.114 -0.170
H 1.302 -1.711 -0.981
*
```

Calculated values
lowest unoccupied orbital energy	0.60	eV
SMILES	Cc1ccc(O)cc1.CCC(N)=O
Kohn-Sham gap	0.340	Ha
E_HOMO	-8.66	eV

***

Winner for stability: 2

***

1.
A cluster of 12 separate species, C5H32NO13 in total, computed with ωB97M-V with the def2-TZVPD basis set.

```
! wB97M-V def2-TZVPD RIJCOSX def2/J DEFGRID3
* xyz -1 1
O -0.298 0.135 -1.771
C -0.063 0.088 -0.550
O 0.461 -0.937 -0.139
C -0.306 1.284 0.404
C -1.426 0.926 1.451
C -1.401 2.014 2.558
C -2.811 1.015 0.814
N -0.264 2.582 -0.409
H 0.677 1.421 1.057
H -1.162 -0.037 1.940
H -2.176 2.656 2.768
H -0.527 2.555 2.315
H -1.035 1.369 3.510
H -3.694 1.211 1.378
H -2.688 0.037 0.410
H -2.925 1.807 -0.002
H -0.185 2.225 -1.364
H -1.223 3.087 -0.652
H 1.996 4.029 -0.585
H 1.257 3.471 -1.978
O 2.068 3.891 -1.565
H -1.501 -1.058 -2.027
H -1.309 -1.839 -3.423
O -1.848 -1.898 -2.581
H 1.147 -2.110 3.462
H 1.453 -3.092 2.387
O 1.818 -2.729 3.238
H 3.988 -1.140 1.758
H 2.908 -1.686 2.724
O 3.594 -0.882 2.590
H -1.302 -4.024 0.636
H -2.033 -3.595 -0.524
O -2.239 -3.796 0.565
H 0.597 -1.874 -2.666
H 0.272 -2.583 -1.409
O 0.514 -2.697 -2.324
H -0.423 2.045 -4.460
H 0.367 1.521 -3.098
O 0.331 2.074 -3.899
H 4.200 0.673 1.577
H 3.115 1.429 0.941
O 3.982 1.063 0.748
H -2.988 1.376 -3.265
H -2.178 0.576 -2.356
O -2.869 1.330 -2.367
H -1.457 -2.155 1.878
H -0.071 -1.713 1.588
O -0.493 -2.358 2.130
H 2.174 -1.462 -0.081
H 3.206 -2.028 -1.071
O 2.767 -2.201 -0.260
*
```

Calculated values
lowest unoccupied orbital energy	2.62	eV
Kohn-Sham gap	0.353	Ha
E_HOMO	-6.98	eV

***

2.
A cluster of 12 separate species, C5H32NO13 in total, computed with ωB97M-V with the def2-TZVPD basis set.

```
! wB97M-V def2-TZVPD RIJCOSX def2/J DEFGRID3
* xyz -1 1
O 0.466 -1.827 1.560
C -0.041 -1.420 0.472
O 0.013 -2.043 -0.608
C -0.830 -0.097 0.557
C -0.022 1.021 -0.127
C -0.469 2.411 0.315
C 0.044 2.782 1.711
N -2.190 -0.251 0.005
H -0.980 0.212 1.630
H 1.102 0.852 0.084
H -0.068 0.915 -1.185
H -0.115 3.158 -0.424
H -1.567 2.416 0.283
H -0.244 2.021 2.457
H 1.107 2.919 1.744
H -0.380 3.688 2.021
H -2.191 -0.179 -1.013
H -2.566 -1.166 0.240
H 2.479 -0.828 -1.748
H 0.964 -1.176 -1.794
O 1.683 -0.744 -2.294
H 2.313 0.632 2.165
H 1.839 -0.799 1.875
O 2.615 -0.207 1.879
H -0.897 -1.483 3.139
H -2.214 -0.679 3.323
O -1.832 -1.541 3.433
H 1.364 0.816 -3.043
H 0.161 1.666 -3.397
O 1.143 1.666 -3.388
H 1.555 -3.308 -0.438
H 1.887 -3.210 1.062
O 2.275 -3.476 0.184
H 1.825 2.734 -2.161
H 2.773 2.383 -0.986
O 2.281 3.096 -1.397
H -1.868 -3.311 0.979
H -2.488 -2.482 2.132
O -2.677 -2.843 1.251
H -2.476 1.584 2.623
H -3.201 0.498 1.765
O -3.004 0.800 2.695
H -1.459 0.358 -3.102
H -1.900 1.696 -2.485
O -1.525 1.296 -3.263
H 3.181 -2.091 -0.293
H 3.330 -0.735 0.405
O 3.577 -1.199 -0.438
H -0.898 -1.694 -1.998
H -0.605 -1.470 -3.557
O -1.271 -1.357 -2.852
*
```

Calculated values
lowest unoccupied orbital energy	2.73	eV
Kohn-Sham gap	0.349	Ha
E_HOMO	-6.78	eV

***

Winner for stability: 2

***

1.
A structure of composition C3H4O3Pb, computed with ωB97M-V with the def2-TZVPD basis set.

```
! wB97M-V def2-TZVPD RIJCOSX def2/J DEFGRID3
* xyz -1 2
H 3.255 -0.653 -0.875
Pb 2.778 0.487 0.639
O -1.195 -1.368 -0.252
C -1.502 -0.083 -0.039
C 0.242 -1.538 -0.106
O -2.632 0.286 0.208
O -0.430 0.678 -0.008
C 0.811 -0.170 -0.402
H 0.576 -2.309 -0.809
H 0.404 -1.888 0.926
H 0.868 -0.009 -1.493
*
```

Calculated values
lowest unoccupied orbital energy (alpha / beta)	3.62 / 3.49	eV
Kohn-Sham gap (alpha / beta)	0.204 / 0.290	Ha
E_HOMO (alpha / beta)	-1.92 / -4.40	eV

***

2.
A structure of composition C3H4O3Pb, computed with ωB97M-V with the def2-TZVPD basis set.

```
! wB97M-V def2-TZVPD RIJCOSX def2/J DEFGRID3
* xyz -1 2
O 0.641 -0.705 -0.763
C 0.281 -1.776 0.032
C 0.675 0.712 -0.031
O 1.132 -2.338 0.715
O -0.967 -2.031 -0.015
C -0.696 1.262 0.131
H 1.217 0.495 0.902
H 1.302 1.292 -0.719
H -1.060 1.229 1.170
H -0.801 2.272 -0.290
Pb -1.724 -0.412 -1.132
*
```

Calculated values
lowest unoccupied orbital energy (alpha / beta)	3.65 / 3.60	eV
Kohn-Sham gap (alpha / beta)	0.167 / 0.275	Ha
E_HOMO (alpha / beta)	-0.89 / -3.87	eV

***

Winner for stability: 2

***

1.
The molecule C2H8N4, computed with ωB97M-V with the def2-TZVPD basis set.

```
! wB97M-V def2-TZVPD RIJCOSX def2/J DEFGRID3
* xyz 0 1
C -1.965 -0.693 -0.771
N -1.892 0.285 0.264
N -0.682 0.606 0.804
C 0.361 0.371 0.108
N 1.603 0.871 0.537
N 2.687 0.075 -0.010
H -1.516 -0.302 -1.717
H -1.512 -1.640 -0.483
H -3.071 -0.795 -0.946
H -2.524 0.155 1.086
H 0.375 -0.161 -0.887
H 1.591 1.041 1.527
H 3.446 0.756 -0.230
H 3.100 -0.570 0.720
*
```

Calculated values
lowest unoccupied orbital energy	1.17	eV
SMILES	CN/N=C/NN
Kohn-Sham gap	0.324	Ha
E_HOMO	-7.64	eV

***

2.
The molecule C2H8N4, computed with ωB97M-V with the def2-TZVPD basis set.

```
! wB97M-V def2-TZVPD RIJCOSX def2/J DEFGRID3
* xyz 0 1
C 2.188 -0.199 0.055
C 0.692 0.100 -0.019
N 0.171 1.228 0.147
N -1.207 1.242 -0.082
N -0.193 -1.020 -0.278
N -1.501 -1.305 0.194
H 2.763 -0.722 -0.755
H 2.418 -0.501 1.135
H 2.687 0.860 0.011
H -1.440 2.185 0.131
H -1.532 1.034 -1.019
H 0.199 -1.794 -0.849
H -1.964 -0.260 0.131
H -1.302 -1.222 1.132
*
```

Calculated values
lowest unoccupied orbital energy	1.08	eV
SMILES	C/C(=N/N)NN
Kohn-Sham gap	0.348	Ha
E_HOMO	-8.40	eV

***

Winner for stability: 1

***

1.
The molecule C2H8N4, computed with ωB97M-V with the def2-TZVPD basis set.

```
! wB97M-V def2-TZVPD RIJCOSX def2/J DEFGRID3
* xyz 0 1
H 0.804 0.831 -1.963
N 0.129 0.068 -2.059
C -0.334 -0.183 -0.880
N -1.310 -1.110 -0.734
N 0.086 0.418 0.284
C 1.466 0.253 0.734
N -0.912 0.610 1.287
H -1.393 -1.656 -1.585
H -1.136 -1.698 0.074
H 2.045 -0.361 0.035
H 1.497 -0.247 1.709
H 1.953 1.228 0.824
H -1.099 1.616 1.351
H -1.796 0.232 0.922
*
```

Calculated values
lowest unoccupied orbital energy	0.91	eV
SMILES	[H]/N=C(/N)N(C)N
Kohn-Sham gap	0.341	Ha
E_HOMO	-8.37	eV

***

2.
A cluster of 2 separate species, C2H8N4 in total, computed with ωB97M-V with the def2-TZVPD basis set.

```
! wB97M-V def2-TZVPD RIJCOSX def2/J DEFGRID3
* xyz 0 1
H -0.217 -1.235 -0.297
N -0.849 -1.920 0.218
C -0.323 -1.944 1.437
N -1.080 -2.252 2.578
H 0.690 -2.143 1.736
H -2.052 -2.264 2.420
H -0.738 -2.772 3.438
H 0.482 3.803 -1.319
N 0.948 3.068 -0.737
C 0.479 1.891 -1.110
N 0.853 1.346 -2.367
H -0.280 1.212 -0.420
H 0.387 0.424 -2.569
H 1.682 1.601 -2.796
*
```

Calculated values
lowest unoccupied orbital energy	0.87	eV
SMILES	[H]/N=C/N.[H]/N=C\N
Kohn-Sham gap	0.333	Ha
E_HOMO	-8.18	eV

***

Winner for stability: 1

***

1.
A structure of composition C31H45N7O3P3PdS, computed with ωB97M-V with the def2-TZVPD basis set.

```
! wB97M-V def2-TZVPD RIJCOSX def2/J DEFGRID3
* xyz 3 1
Pd 0.059 1.048 0.439
N 0.362 2.712 2.336
N 1.615 2.657 2.960
C 2.475 1.637 2.786
N 3.605 1.630 3.485
S 2.176 0.355 1.719
H 0.171 3.656 2.001
H -0.394 2.422 2.968
H 1.833 3.354 3.668
H 3.880 2.369 4.112
H 4.265 0.884 3.332
C 5.804 3.691 -1.948
C 5.047 4.005 -0.829
C 3.801 3.432 -0.654
C 3.317 2.531 -1.602
C 4.084 2.205 -2.720
C 5.321 2.799 -2.892
P 1.669 1.789 -1.362
C 1.792 0.171 -2.168
C 1.046 -0.179 -3.293
C 1.255 -1.408 -3.890
C 2.183 -2.295 -3.364
C 2.900 -1.962 -2.223
C 2.710 -0.733 -1.625
C 0.496 2.688 -2.422
C 0.816 3.129 -3.695
C -0.183 3.636 -4.525
C -1.494 3.692 -4.096
C -1.841 3.321 -2.781
C -3.150 3.431 -2.265
C -3.424 3.149 -0.942
C -2.396 2.763 -0.071
C -1.123 2.550 -0.568
C -0.818 2.828 -1.916
H 6.778 4.134 -2.084
H 5.434 4.692 -0.092
H 3.199 3.666 0.215
H 3.721 1.495 -3.448
H 5.918 2.563 -3.758
H 0.331 0.509 -3.719
H 0.704 -1.663 -4.783
H 2.358 -3.246 -3.842
H 3.613 -2.661 -1.814
H 3.288 -0.458 -0.751
H 1.832 3.069 -4.055
H 0.084 3.962 -5.517
H -2.269 4.042 -4.762
H -3.940 3.784 -2.913
H -4.429 3.276 -0.559
H -2.610 2.663 0.991
C 0.933 -1.791 4.414
N 0.525 -2.155 3.077
C 1.068 -3.388 2.562
P -0.906 -1.460 2.558
O -0.847 0.010 2.476
O -1.083 -2.217 1.167
P -1.868 -1.783 -0.212
O -1.327 -0.494 -0.684
N -3.462 -1.740 0.251
C -3.959 -0.563 0.930
C -4.469 -2.699 -0.152
N -1.499 -3.082 -1.151
C -1.522 -4.449 -0.664
C -1.525 -2.918 -2.592
N -2.222 -1.943 3.469
C -2.607 -1.099 4.581
C -2.476 -3.358 3.640
H 2.017 -1.682 4.450
H 0.650 -2.550 5.148
H 0.467 -0.843 4.683
H 2.151 -3.285 2.464
H 0.650 -3.593 1.581
H 0.866 -4.231 3.227
H -3.120 0.067 1.229
H -4.513 -0.866 1.821
H -4.628 0.011 0.282
H -4.042 -3.434 -0.826
H -5.295 -2.197 -0.660
H -4.877 -3.218 0.718
H -1.653 -4.454 0.415
H -0.576 -4.937 -0.910
H -2.327 -5.031 -1.119
H -1.607 -1.857 -2.817
H -2.372 -3.448 -3.036
H -0.605 -3.308 -3.034
H -2.307 -0.076 4.362
H -2.152 -1.415 5.525
H -3.691 -1.133 4.705
H -1.742 -3.844 4.291
H -2.465 -3.852 2.670
H -3.458 -3.481 4.095
*
```

Calculated values
lowest unoccupied orbital energy (alpha / beta)	-11.71 / -11.54	eV
Kohn-Sham gap (alpha / beta)	0.146 / 0.152	Ha
E_HOMO (alpha / beta)	-15.69 / -15.69	eV

***

2.
A structure of composition C31H45N7O3P3PdS, computed with ωB97M-V with the def2-TZVPD basis set.

```
! wB97M-V def2-TZVPD RIJCOSX def2/J DEFGRID3
* xyz 3 1
Pd -0.069 -0.054 0.034
N 1.412 0.034 3.573
N 1.215 1.410 3.656
C 0.317 2.042 2.930
N 0.263 3.373 2.947
S -0.853 1.150 2.017
H 0.508 -0.433 3.563
H 1.964 -0.283 4.362
H 1.878 1.929 4.218
H 0.795 3.922 3.609
H -0.506 3.837 2.487
C 5.758 -1.101 3.137
C 4.576 -1.840 3.176
C 3.554 -1.539 2.299
C 3.712 -0.499 1.374
C 4.882 0.257 1.349
C 5.905 -0.059 2.231
P 2.386 -0.288 0.165
C 2.974 0.951 -1.010
C 3.851 0.700 -2.062
C 4.335 1.764 -2.806
C 3.933 3.065 -2.528
C 3.001 3.308 -1.527
C 2.524 2.255 -0.765
C 2.449 -1.942 -0.575
C 3.626 -2.536 -0.984
C 3.608 -3.834 -1.509
C 2.429 -4.538 -1.575
C 1.231 -4.004 -1.054
C 0.027 -4.740 -0.985
C -1.096 -4.194 -0.411
C -1.068 -2.898 0.126
C 0.076 -2.159 0.029
C 1.248 -2.676 -0.548
H 6.559 -1.344 3.821
H 4.456 -2.655 3.877
H 2.634 -2.111 2.310
H 5.013 1.065 0.641
H 6.825 0.509 2.197
H 4.169 -0.306 -2.294
H 5.045 1.582 -3.601
H 4.357 3.890 -3.083
H 2.677 4.320 -1.327
H 1.812 2.434 0.037
H 4.571 -2.018 -0.882
H 4.533 -4.287 -1.839
H 2.410 -5.531 -2.005
H 0.019 -5.759 -1.352
H -2.008 -4.770 -0.349
H -1.945 -2.507 0.632
C 0.905 1.240 -3.697
N 0.375 -0.073 -4.050
C 1.400 -1.123 -4.044
P -0.952 -0.521 -3.149
O -0.697 -0.805 -1.706
O -1.906 0.793 -3.303
P -2.434 1.620 -2.020
O -1.503 1.465 -0.881
N -3.914 0.965 -1.731
C -4.428 0.992 -0.364
C -4.942 0.812 -2.755
N -2.466 3.185 -2.535
C -3.435 3.729 -3.475
C -1.452 4.119 -2.060
N -1.666 -1.735 -3.972
C -1.842 -1.655 -5.417
C -2.414 -2.767 -3.267
H 1.795 1.434 -4.292
H 1.172 1.295 -2.635
H 0.163 2.005 -3.919
H 2.164 -0.876 -4.781
H 0.946 -2.075 -4.311
H 1.876 -1.220 -3.057
H -3.598 0.949 0.338
H -5.066 0.121 -0.213
H -5.021 1.888 -0.160
H -4.489 0.687 -3.736
H -5.631 1.660 -2.772
H -5.539 -0.072 -2.526
H -4.379 3.195 -3.419
H -3.066 3.669 -4.503
H -3.613 4.778 -3.239
H -0.714 3.587 -1.467
H -1.908 4.902 -1.448
H -0.953 4.596 -2.907
H -1.213 -0.865 -5.819
H -2.884 -1.447 -5.674
H -1.565 -2.606 -5.875
H -2.201 -2.702 -2.202
H -2.117 -3.752 -3.633
H -3.488 -2.654 -3.436
*
```

Calculated values
lowest unoccupied orbital energy	-11.25	eV
Kohn-Sham gap	0.174	Ha
E_HOMO	-15.97	eV

***

Winner for stability: 1

***

1.
The ion C7H10N with charge +1, computed with ωB97M-V with the def2-TZVPD basis set.

```
! wB97M-V def2-TZVPD RIJCOSX def2/J DEFGRID3
* xyz 1 1
C 0.308 1.991 -0.379
C 0.374 0.762 0.141
C 0.436 0.343 1.535
C -0.097 -1.146 1.684
C 0.024 -1.637 0.315
C 0.979 -1.839 -0.550
C 0.198 -0.561 -0.719
N -0.675 -0.261 -1.898
H 0.242 2.184 -1.446
H 0.089 2.841 0.310
H 1.443 0.286 1.903
H -0.167 1.097 2.190
H -1.060 -1.301 2.225
H 0.514 -1.541 2.564
H 1.591 -2.453 -1.024
H -0.902 -1.167 -2.314
H -0.168 0.447 -2.548
H -1.601 0.107 -1.673
*
```

Calculated values
lowest unoccupied orbital energy	-3.72	eV
SMILES	C=C1CCC2=C[C@]12[NH3+]
Kohn-Sham gap	0.360	Ha
E_HOMO	-13.53	eV

***

2.
The ion C7H10N with charge +1, computed with ωB97M-V with the def2-TZVPD basis set.

```
! wB97M-V def2-TZVPD RIJCOSX def2/J DEFGRID3
* xyz 1 1
C 1.535 -2.080 -0.238
C 1.014 -0.846 0.004
C 0.934 0.509 0.524
N 1.884 1.576 -0.019
C -0.145 -0.015 -0.350
C -1.148 0.627 -1.322
C -1.653 0.166 -0.204
C -2.795 -0.248 0.607
H 0.736 -2.750 -0.606
H 2.443 -2.474 0.097
H 0.919 0.547 1.559
H 2.806 1.253 0.347
H 1.818 2.476 0.478
H 1.810 1.519 -1.035
H -0.867 0.914 -2.293
H -3.176 -1.179 0.004
H -3.577 0.497 0.747
H -2.536 -0.493 1.699
*
```

Calculated values
lowest unoccupied orbital energy	-3.65	eV
SMILES	C=C1[C@@H]([NH3+])[C@@]12C=C2C
Kohn-Sham gap	0.342	Ha
E_HOMO	-12.94	eV

***

Winner for stability: 1